# 1
{
  "formula": "C49H52BrCl2F3N3O4P2RbSi2",
  "method": "wB97M-V/def2-TZVPD",
  "gap_ev": [2.8, 3.2],
  "lumo_ha": [0.11320, 0.11319],
  "energy_ha": -7443.59586,
  "total_charge": -2,
  "elements": ["Rb", "Cl", "C", "Cl", "H", "H", "N", "C", "C", "O", "O", "H", "H", "H", "H", "C", "Si", "C", "C", "C", "C", "C", "C", "C", "Si", "C", "C", "H", "H", "H", "H", "H", "H", "H", "H", "H", "H", "H", "H", "H", "H", "H", "H", "O", "P", "C", "P", "O", "C", "C", "C", "C", "C", "C", "C", "C", "C", "C", "C", "C", "C", "C", "C", "C", "C", "C", "C", "C", "C", "C", "C", "C", "H", "H", "H", "H", "H", "H", "H", "H", "H", "H", "H", "H", "H", "H", "H", "H", "H", "H", "H", "H", "H", "H", "Br", "C", "C", "C", "N", "C", "C", "H", "H", "H", "H", "F", "C", "F", "F", "C", "C", "C", "N", "C", "C", "H", "H", "H", "H"],
  "xyz": [[1.068, -0.406, -0.551], [0.103, 1.380, -2.756], [-0.862, 2.758, -3.331], [0.157, 3.954, -4.155], [-1.344, 3.201, -2.453], [-1.578, 2.380, -4.049], [5.074, -1.507, 1.154], [4.598, -2.879, 1.313], [3.065, -3.086, 1.336], [2.668, -4.199, 1.709], [2.351, -2.121, 0.937], [4.531, -0.924, 1.784], [4.798, -1.179, 0.234], [5.001, -3.309, 2.231], [4.994, -3.496, 0.502], [1.921, 0.949, 2.972], [1.532, 2.591, 2.139], [-0.301, 2.924, 2.077], [2.589, 4.008, 2.860], [2.636, 4.705, 4.068], [3.567, 5.716, 4.252], [4.460, 6.043, 3.234], [4.426, 5.359, 2.029], [3.496, 4.339, 1.830], [3.033, 3.153, 0.418], [2.524, 4.019, -1.168], [4.431, 1.952, 0.025], [1.466, 0.900, 3.966], [2.993, 0.774, 3.075], [1.494, 0.138, 2.376], [-0.721, 2.850, 3.087], [-0.816, 2.197, 1.449], [-0.527, 3.918, 1.685], [1.939, 4.466, 4.865], [3.598, 6.261, 5.188], [5.181, 6.838, 3.389], [5.128, 5.623, 1.243], [3.393, 4.513, -1.617], [1.763, 4.779, -0.990], [2.126, 3.311, -1.898], [5.276, 2.486, -0.422], [4.108, 1.196, -0.695], [4.791, 1.445, 0.921], [-0.199, -2.156, -1.899], [-0.841, -3.270, -1.123], [-0.853, -2.905, 0.698], [-1.697, -1.408, 1.228], [-0.889, -0.162, 1.065], [-2.123, -1.626, 2.979], [-1.947, -2.800, 3.702], [-2.303, -2.856, 5.044], [-2.834, -1.739, 5.670], [-3.004, -0.559, 4.955], [-2.649, -0.503, 3.617], [-3.275, -1.245, 0.368], [-4.363, -2.071, 0.629], [-5.545, -1.895, -0.072], [-5.639, -0.878, -1.015], [-4.567, -0.034, -1.253], [-3.375, -0.211, -0.558], [-2.426, -3.740, -1.600], [-3.190, -4.714, -0.851], [-4.428, -5.126, -1.283], [-5.012, -4.623, -2.458], [-4.262, -3.675, -3.209], [-3.028, -3.254, -2.807], [0.362, -4.649, -1.159], [1.477, -4.508, -1.983], [2.406, -5.531, -2.094], [2.238, -6.709, -1.379], [1.129, -6.860, -0.560], [0.197, -5.838, -0.455], [0.186, -2.867, 1.058], [-1.339, -3.770, 1.161], [-1.512, -3.673, 3.233], [-2.155, -3.774, 5.598], [-3.111, -1.782, 6.716], [-3.411, 0.320, 5.438], [-2.772, 0.420, 3.061], [-4.290, -2.863, 1.365], [-6.379, -2.561, 0.100], [-6.560, -0.750, -1.570], [-4.648, 0.770, -1.974], [-2.541, 0.460, -0.717], [-2.802, -5.130, 0.074], [-4.968, -5.851, -0.680], [-5.988, -4.955, -2.787], [-4.685, -3.256, -4.118], [-2.487, -2.515, -3.389], [1.592, -3.585, -2.537], [3.272, -5.406, -2.737], [2.972, -7.503, -1.453], [0.994, -7.771, 0.010], [-0.660, -5.977, 0.193], [5.730, -2.105, -6.090], [4.704, -1.247, -4.740], [4.364, 0.087, -4.885], [3.626, 0.677, -3.871], [3.241, 0.026, -2.779], [3.556, -1.259, -2.682], [4.300, -1.954, -3.626], [4.660, 0.652, -5.757], [3.328, 1.718, -3.942], [3.218, -1.785, -1.793], [4.530, -3.000, -3.485], [-3.194, 8.359, -0.780], [-4.021, 7.283, -0.777], [-4.878, 7.479, 0.292], [-4.861, 7.472, -1.868], [-3.322, 6.012, -0.765], [-1.905, 5.891, -0.822], [-1.326, 4.652, -0.829], [-2.000, 3.456, -0.780], [-3.357, 3.592, -0.725], [-4.041, 4.775, -0.714], [-1.266, 6.765, -0.863], [-0.242, 4.581, -0.877], [-3.920, 2.663, -0.679], [-5.124, 4.753, -0.663]],
  "forces_ev_per_angstrom": [[1.030, 0.619, 0.079], [-0.196, 0.335, -0.492], [0.008, -0.145, -0.184], [0.076, 0.091, -0.122], [0.127, -0.242, -0.237], [0.019, -0.044, -0.054], [0.076, 0.035, -0.035], [-0.125, -0.026, 0.052], [-0.071, -0.368, -0.099], [0.021, 0.036, 0.084], [0.206, 0.073, 0.028], [0.006, 0.008, 0.008], [-0.008, 0.011, 0.005], [-0.010, 0.043, 0.038], [-0.009, 0.019, -0.029], [-0.189, 0.071, -0.112], [0.074, -0.075, 0.078], [0.022, 0.060, 0.110], [-0.050, -0.026, -0.061], [-0.043, -0.017, 0.033], [-0.010, -0.008, -0.014], [-0.002, -0.010, 0.013], [0.066, -0.014, -0.048], [-0.066, -0.005, -0.031], [0.023, 0.024, -0.033], [0.132, 0.036, 0.032], [-0.019, 0.051, -0.034], [-0.006, -0.010, 0.003], [0.006, 0.047, -0.026], [0.036, -0.082, 0.124], [0.034, -0.002, 0.004], [0.040, -0.019, -0.027], [0.037, -0.021, 0.009], [0.013, 0.010, 0.008], [0.001, 0.000, 0.007], [0.004, 0.004, -0.008], [-0.005, 0.017, 0.010], [-0.015, -0.017, -0.004], [0.059, -0.021, -0.001], [-0.006, 0.006, 0.043], [-0.015, 0.001, 0.020], [-0.019, 0.013, 0.023], [-0.003, -0.007, 0.008], [-0.536, -0.150, -0.366], [0.444, 0.138, 0.141], [-0.172, -0.334, -0.162], [-0.140, 0.148, -0.011], [-0.363, -0.068, 0.316], [-0.061, -0.131, -0.028], [0.007, 0.035, 0.001], [0.009, -0.010, 0.014], [-0.005, 0.005, 0.002], [0.008, 0.015, -0.027], [-0.026, 0.026, 0.038], [0.263, 0.072, 0.183], [-0.124, -0.105, -0.045], [0.110, 0.067, -0.035], [-0.171, -0.094, -0.005], [0.197, 0.017, 0.055], [-0.234, 0.006, -0.109], [-0.216, -0.341, 0.135], [0.054, 0.061, -0.024], [-0.078, 0.007, 0.010], [0.130, 0.018, 0.052], [-0.111, -0.010, -0.040], [0.195, 0.158, 0.012], [-0.150, -0.090, 0.014], [-0.020, -0.024, -0.003], [0.025, 0.001, 0.003], [0.004, 0.015, -0.013], [-0.006, 0.026, -0.001], [-0.004, -0.041, 0.053], [0.044, -0.015, -0.003], [0.000, 0.016, 0.015], [-0.006, 0.003, 0.001], [-0.003, 0.007, 0.009], [0.004, -0.008, 0.000], [0.000, -0.012, 0.017], [0.011, -0.013, -0.022], [0.037, -0.006, 0.002], [-0.021, -0.005, -0.006], [0.009, 0.006, -0.001], [-0.019, -0.021, -0.008], [0.055, 0.006, -0.001], [0.014, 0.001, -0.011], [-0.012, 0.005, -0.026], [0.001, -0.003, 0.004], [0.004, -0.009, 0.008], [-0.016, -0.022, 0.009], [-0.002, -0.007, 0.001], [-0.002, -0.014, 0.009], [0.003, 0.006, -0.001], [0.007, -0.003, 0.002], [-0.005, 0.025, -0.011], [-0.053, 0.038, 0.070], [0.068, -0.020, -0.117], [0.018, 0.014, -0.029], [0.032, 0.004, -0.003], [-0.182, -0.015, 0.027], [0.149, -0.231, 0.196], [-0.083, 0.083, -0.067], [0.003, -0.010, -0.004], [0.002, -0.012, 0.001], [-0.002, -0.021, 0.056], [0.018, 0.008, -0.023], [-0.060, -0.058, 0.004], [0.037, -0.016, -0.019], [0.039, 0.003, -0.140], [0.039, 0.007, 0.147], [0.010, 0.046, 0.032], [0.095, -0.071, -0.012], [-0.102, 0.310, 0.264], [-0.213, 0.149, 0.243], [-0.079, 0.003, 0.075], [-0.029, -0.100, -0.025], [-0.056, 0.030, 0.000], [-0.098, -0.046, -0.012], [0.050, 0.036, 0.024], [0.012, 0.060, -0.002]]
}

=====

# 2
{
  "formula": "C49H53BN5O4RbS4Sb2",
  "method": "wB97M-V/def2-TZVPD",
  "gap_ev": 6.6,
  "lumo_ha": 0.13441,
  "energy_ha": -4595.52934,
  "total_charge": -2,
  "elements": ["Rb", "C", "Sb", "C", "C", "C", "C", "C", "C", "C", "C", "C", "Sb", "C", "C", "H", "H", "H", "H", "H", "H", "H", "H", "H", "H", "H", "H", "H", "H", "H", "H", "H", "H", "H", "H", "N", "S", "N", "S", "N", "S", "N", "C", "C", "C", "C", "C", "C", "C", "C", "C", "C", "C", "C", "C", "C", "C", "C", "C", "C", "C", "C", "C", "C", "C", "C", "C", "C", "C", "C", "C", "C", "C", "C", "C", "C", "C", "C", "H", "H", "H", "H", "H", "H", "H", "H", "H", "H", "H", "H", "H", "H", "H", "H", "H", "H", "H", "H", "H", "H", "H", "H", "H", "H", "H", "H", "H", "H", "O", "S", "O", "O", "O", "B", "C", "N", "H", "H", "H"],
  "xyz": [[0.731, -0.162, 2.816], [5.326, -0.219, 5.247], [4.234, -1.651, 3.999], [4.204, -3.174, 5.631], [5.735, -2.522, 2.529], [6.604, -1.418, 1.961], [7.640, -0.924, 2.774], [8.437, 0.093, 2.356], [8.207, 0.744, 1.125], [7.203, 0.315, 0.300], [6.460, -0.852, 0.639], [5.530, -1.413, -0.387], [3.763, 0.012, -0.571], [2.833, -0.160, -2.509], [4.488, 2.059, -0.967], [6.330, -0.077, 4.844], [5.326, -0.710, 6.244], [4.833, 0.755, 5.238], [5.278, -3.389, 5.779], [3.683, -4.089, 5.286], [3.748, -2.818, 6.569], [5.178, -3.033, 1.738], [6.305, -3.243, 3.129], [7.811, -1.353, 3.769], [9.272, 0.415, 2.947], [8.823, 1.562, 0.793], [6.956, 0.838, -0.628], [5.090, -2.409, -0.238], [5.920, -1.302, -1.397], [3.394, 0.473, -3.243], [1.805, 0.202, -2.450], [2.812, -1.252, -2.739], [4.981, 2.046, -1.932], [5.184, 2.459, -0.193], [3.571, 2.682, -0.960], [-0.528, -1.677, 1.044], [-0.938, -3.070, 1.193], [-3.239, -0.312, -0.908], [-3.387, 0.675, -2.030], [-2.311, 1.788, -2.521], [-1.186, 2.330, -1.520], [-0.146, 1.558, -0.801], [-2.141, 3.285, -0.274], [-2.779, 2.612, 0.783], [-3.475, 3.366, 1.763], [-3.436, 4.746, 1.733], [-2.761, 5.417, 0.681], [-2.318, 4.643, -0.420], [-0.309, 3.357, -2.612], [0.031, 2.660, -3.743], [0.907, 3.248, -4.670], [1.435, 4.498, -4.449], [1.074, 5.210, -3.280], [0.263, 4.613, -2.336], [-4.913, 1.530, -1.916], [-5.780, 1.288, -0.837], [-6.900, 2.080, -0.683], [-7.068, 3.184, -1.500], [-6.188, 3.478, -2.536], [-5.111, 2.603, -2.799], [-3.589, -0.194, -3.518], [-4.574, -1.180, -3.467], [-5.012, -1.819, -4.630], [-4.430, -1.493, -5.858], [-3.334, -0.620, -5.905], [-2.880, -0.016, -4.715], [-1.082, -3.669, -0.592], [-2.142, -4.379, -1.153], [-2.053, -4.691, -2.519], [-0.930, -4.336, -3.247], [0.192, -3.766, -2.646], [0.117, -3.406, -1.301], [-2.545, -3.441, 1.924], [-3.529, -2.429, 2.063], [-4.788, -2.789, 2.532], [-5.091, -4.139, 2.813], [-4.164, -5.126, 2.573], [-2.871, -4.781, 2.115], [-2.787, 1.528, 0.803], [-4.090, 2.854, 2.513], [-3.970, 5.342, 2.484], [-2.693, 6.506, 0.704], [-2.058, 5.126, -1.357], [-0.359, 1.635, -3.893], [1.258, 2.707, -5.538], [2.119, 4.984, -5.149], [1.503, 6.195, -3.095], [0.052, 5.125, -1.350], [-5.529, 0.458, -0.143], [-7.670, 1.804, 0.019], [-7.933, 3.865, -1.352], [-6.360, 4.343, -3.184], [-4.369, 2.866, -3.581], [-5.066, -1.421, -2.502], [-5.704, -2.647, -4.553], [-4.828, -1.871, -6.799], [-2.895, -0.378, -6.865], [-2.022, 0.642, -4.769], [-3.035, -4.639, -0.573], [-2.897, -5.155, -3.049], [-0.862, -4.522, -4.302], [1.077, -3.594, -3.210], [0.965, -3.047, -0.686], [-3.238, -1.380, 1.831], [-5.567, -2.064, 2.617], [-6.084, -4.358, 3.194], [-4.496, -6.173, 2.725], [-2.096, -5.537, 1.895], [1.589, -5.353, 3.083], [1.346, -3.929, 3.041], [-0.015, -4.216, 1.896], [2.345, -3.036, 2.369], [0.678, -3.214, 4.130], [1.594, 4.020, 5.722], [1.785, 2.592, 5.101], [1.911, 1.465, 4.762], [2.312, 4.079, 6.727], [0.434, 4.200, 6.121], [1.869, 4.878, 4.887]],
  "forces_ev_per_angstrom": [[0.405, 0.231, 0.003], [0.411, -0.788, -0.064], [-0.833, 0.580, 0.128], [0.511, -0.241, -0.818], [0.208, 0.555, 0.283], [-0.029, -0.038, -0.752], [-0.560, -0.520, 0.162], [0.584, 1.089, -1.103], [0.212, -0.202, 0.587], [-0.690, -1.214, 0.077], [-0.176, -0.306, 1.094], [-0.742, 1.135, -0.869], [-1.137, 0.505, 1.635], [0.846, -0.381, -0.590], [0.330, -0.276, 0.731], [0.105, -0.039, 0.359], [0.220, 0.679, -0.476], [-0.253, -0.324, 0.097], [-0.453, -0.147, 0.242], [0.303, 0.506, 0.204], [0.173, 0.114, -0.575], [-0.144, 0.040, 0.491], [0.087, 0.112, -0.369], [-0.147, -0.001, -0.432], [0.225, 0.155, 0.360], [0.172, 0.253, 0.192], [0.276, -0.267, 0.190], [0.279, 0.503, 0.110], [0.508, -0.463, 0.045], [-0.419, -0.881, 0.333], [0.064, 0.034, 0.379], [0.089, 0.860, -0.307], [0.008, 0.344, -0.269], [-0.540, -0.456, -0.506], [0.441, -0.441, -0.198], [-0.590, -1.325, 0.945], [0.722, 1.943, -1.725], [-0.324, 1.944, -1.435], [2.429, -3.046, 3.764], [-0.901, -0.241, -0.421], [1.193, -2.174, 3.894], [-1.126, 0.431, -0.821], [-0.928, -0.172, -0.628], [0.001, 0.689, 0.439], [0.159, -0.957, -0.845], [0.575, 1.134, -0.509], [-1.051, -1.081, -0.068], [0.335, 1.468, 1.077], [-0.113, 1.346, -0.429], [0.579, -0.263, -1.517], [0.132, -0.533, 0.222], [-0.235, 1.260, 0.717], [0.625, -0.462, -0.485], [-0.721, 0.340, 1.186], [-0.684, 1.876, -0.363], [0.830, -0.901, -0.313], [-0.030, -0.056, -0.234], [-0.863, 1.021, -0.388], [0.461, -0.739, -0.444], [-0.558, 0.924, 0.580], [-0.302, -0.746, -2.101], [-0.917, -0.294, 0.018], [0.902, -0.002, 0.143], [0.305, 0.409, -0.112], [-0.632, -0.259, 1.031], [-0.484, 0.105, -0.541], [0.790, -1.213, 0.866], [0.240, 0.466, -0.144], [-0.532, 0.236, -0.078], [0.409, -0.071, 0.122], [-0.939, 0.291, 1.251], [-0.426, -0.587, 0.774], [-0.923, -0.461, -0.311], [1.102, 0.202, 0.066], [0.580, -0.934, -0.207], [-0.021, 1.269, -0.241], [0.382, -0.783, -0.098], [-0.140, -0.364, 0.213], [0.193, -0.063, -0.004], [0.424, 0.130, -0.260], [0.424, -0.303, -0.168], [-0.172, -0.305, -0.286], [0.205, 0.054, 0.246], [0.314, 0.876, 0.074], [-0.230, -0.209, -0.073], [-0.210, -0.330, 0.090], [-0.111, -0.218, 0.006], [0.307, -0.699, -1.384], [-0.118, 0.570, -0.679], [0.062, 0.162, 0.381], [0.594, -0.594, -0.024], [0.091, -0.225, 0.308], [-0.595, -0.506, 0.619], [0.554, 0.286, -0.662], [-0.323, 0.224, -0.076], [0.097, -0.198, 0.273], [0.216, -0.013, 0.089], [-0.227, 0.146, 0.221], [0.421, 0.146, -0.230], [0.368, 0.154, 0.384], [-0.228, -0.242, -0.364], [0.566, 0.153, -0.346], [-0.509, 0.132, -0.776], [-0.348, -0.908, -0.010], [-0.253, 0.503, 0.180], [0.109, -0.195, -0.103], [0.640, 0.686, -0.109], [-0.632, 0.390, 0.298], [0.788, 1.063, 0.946], [-0.233, 1.645, -1.208], [-0.590, 0.824, -0.737], [-2.031, -2.519, 0.620], [0.673, -1.233, -0.738], [-0.151, 0.801, 0.435], [0.074, -3.038, -0.464], [-0.128, 2.854, 0.762], [0.011, 0.033, -0.358], [0.248, -0.286, -0.300], [0.065, -0.150, 0.201]]
}